# 1
C4H4Cl2O2 | wB97M-V/def2-TZVPD

```
12
Properties=species:S:1:pos:R:3:lowdin_charge:R:1
O -1.772 0.669 -1.698 0.067
C -1.946 1.209 -0.620 -0.232
C -1.181 0.774 0.603 -0.216
C 0.102 -0.017 0.296 -1.127
Cl 1.360 0.222 1.631 0.598
Cl -0.127 -1.726 0.138 0.714
C 0.879 0.593 -0.886 -0.389
O 1.310 -0.076 -1.763 0.073
H -2.686 2.023 -0.387 0.136
H -0.902 1.623 1.214 0.100
H -1.828 0.138 1.250 0.134
H 1.032 1.693 -0.798 0.142
```

Its energy above the lowest of the compared OMol25 structures with the same formula, charge and spin is 66.1 kJ/mol. The value obtained for the HOMO energy is -10.430 eV. As for the total charge: 0. As for the largest force on an atom: 0.035 Eh/bohr. Its total energy is -33351.6061 eV. Its SMILES is O=CCC(Cl)(Cl)C=O. The calculation puts the LUMO energy at 0.0122 hartree. For the molar mass, the calculation gives 154.98 g/mol.



# 2
C37H26Cl6NO5RuTe | wB97M-V/def2-TZVPD

```
77
Properties=species:S:1:pos:R:3:lowdin_spin:R:1
Ru 0.009 -0.073 1.867 2.471
C 2.099 -2.470 -4.497 0.004
C 1.448 -2.184 -3.172 0.024
C 0.684 -3.143 -2.507 -0.004
C 0.127 -2.914 -1.263 0.020
C -0.473 -4.082 -0.531 0.003
O -0.095 -4.348 0.591 0.006
C -1.456 -4.939 -1.249 0.000
C -2.205 -4.480 -2.332 0.000
C -3.076 -5.335 -2.986 0.000
C -3.208 -6.651 -2.564 0.000
C -2.482 -7.108 -1.471 0.000
C -1.617 -6.253 -0.811 0.000
C 0.305 -1.674 -0.621 0.008
O -0.226 -1.495 0.562 0.205
C 1.012 -0.659 -1.316 0.026
C 1.596 -0.958 -2.558 -0.007
C 1.050 0.710 -0.826 -0.001
N 0.561 1.073 0.325 0.012
C 0.289 2.496 0.609 0.009
C -1.195 2.680 0.960 0.025
Te -2.423 2.982 -0.785 0.004
C -1.478 4.856 -1.138 0.001
C -0.820 5.117 -2.332 0.000
C -0.114 6.304 -2.484 0.000
C -0.065 7.226 -1.450 0.000
C -0.755 6.980 -0.271 0.000
C -1.470 5.802 -0.116 0.001
C 1.688 1.737 -1.701 -0.002
C 1.095 2.190 -2.873 0.000
C 1.767 3.103 -3.671 0.000
C 3.027 3.556 -3.305 0.000
C 3.616 3.105 -2.133 0.000
C 2.946 2.199 -1.325 0.000
H 1.910 -3.492 -4.819 0.000
H 3.179 -2.328 -4.433 0.001
H 1.728 -1.791 -5.265 0.001
H 0.553 -4.121 -2.956 -0.001
H -2.121 -3.450 -2.655 0.000
H -3.652 -4.979 -3.830 0.000
H -3.875 -7.322 -3.088 0.000
H -2.589 -8.131 -1.138 0.000
H -1.041 -6.591 0.039 0.000
H 2.179 -0.198 -3.059 -0.001
H 0.553 3.120 -0.241 0.000
H 0.895 2.812 1.455 0.000
H -1.327 3.529 1.625 0.001
H -1.607 1.804 1.473 0.013
H -0.856 4.401 -3.141 0.000
H 0.403 6.506 -3.414 0.000
H 0.499 8.142 -1.564 0.000
H -0.748 7.711 0.528 0.000
H -2.036 5.631 0.791 0.000
H 0.115 1.823 -3.151 0.000
H 1.308 3.455 -4.585 0.000
H 3.553 4.261 -3.936 0.000
H 4.600 3.452 -1.846 0.000
H 3.399 1.834 -0.410 0.000
Cl -2.925 -4.243 7.627 0.100
C -2.264 -3.228 6.448 0.212
C -1.780 -3.781 5.243 -0.016
Cl -1.837 -5.468 4.990 -0.016
C -1.262 -2.958 4.270 0.134
Cl -0.645 -3.543 2.807 0.062
C -1.201 -1.532 4.473 0.129
O -0.746 -0.762 3.599 0.269
C -1.672 -1.002 5.730 0.109
Cl -1.548 0.679 5.972 0.041
C -2.199 -1.831 6.687 0.002
Cl -2.772 -1.193 8.163 -0.009
Cl 4.235 1.385 4.543 0.002
C 2.488 1.641 4.640 0.002
C 1.745 0.985 3.500 0.013
O 0.578 1.453 3.236 0.034
O 2.205 0.042 2.844 0.110
H 2.286 2.709 4.640 0.001
H 2.129 1.220 5.579 0.000
```

Its energy above the lowest of the compared OMol25 structures with the same formula, charge and spin is 45.8 kJ/mol. As for the multiplicity: 5. The value obtained for the HOMO energy (alpha / beta) is -10.354 / -10.354 eV. As for the total charge: +1. As for the largest force on an atom: 0.034 Eh/bohr. Its total energy is -135521.0245 eV. The calculation puts the LUMO energy (alpha / beta) at -0.1099 / -0.2166 hartree. For the molar mass, the calculation gives 1006.01 g/mol.



# 3
C11H10F2IN | wB97M-V/def2-TZVPD

```
25
Properties=species:S:1:pos:R:3:lowdin_charge:R:1
C 0.230 3.193 1.517 -0.028
C -1.244 2.864 1.290 -0.018
C 1.174 2.283 1.109 -0.071
C -1.548 1.590 0.950 -0.047
C 0.880 1.028 0.454 -0.260
C 1.771 0.108 0.040 -0.648
C -0.653 0.551 0.590 -0.257
C 0.336 -1.703 -1.111 -0.063
C -0.417 -1.827 0.179 -0.292
C -0.297 -1.027 -2.247 -0.100
C 0.562 -2.294 1.364 -0.344
N -1.097 -0.609 0.470 0.113
F 1.217 -3.476 1.153 0.036
F -0.068 -2.560 2.539 0.057
I 3.752 -0.210 0.154 0.896
H 0.335 4.164 1.828 0.062
H -1.856 3.709 1.404 0.083
H 2.156 2.571 1.009 0.065
H -2.545 1.259 0.785 0.101
H 1.205 -2.337 -1.328 0.117
H -1.058 -2.750 0.217 0.163
H -0.946 -1.798 -2.834 0.122
H 0.534 -0.743 -2.937 0.091
H -1.024 -0.211 -1.883 0.108
H 1.418 -1.525 1.486 0.115
```

The value obtained for the HOMO energy is -8.054 eV. As for the total charge: 0. As for the largest force on an atom: 0.093 Eh/bohr. Its total energy is -26588.6833 eV. The calculation puts the LUMO energy at -0.0279 hartree. For the molar mass, the calculation gives 321.11 g/mol.



total charge of number 2 (C37H26Cl6NO5RuTe)? +1



molar mass of number 3 (C11H10F2IN)? 321.11 g/mol



What is the molar mass in the second record? 1006.01 g/mol